Entry from OMol25: C40H37Br2N10OS2TeZr as an isolated structure at a distorted geometry (ωB97M-V/def2-TZVPD).

The net charge is -1. The lowest unoccupied orbital energy is 1.62 eV. Its orbital gap is 4.8 eV.

Each line ends with the Mulliken charge.
CARTESIAN COORDINATES (ANGSTROEM)
Zr: 0.71 -0.22 1.09  -0.6421
C: -5.92 0.62 1.10  -1.0686
C: -5.06 -0.28 1.89  0.9654
N: -5.46 -1.14 2.78  -0.9284
N: -4.29 -1.73 3.21  0.2355
C: -3.19 -1.24 2.63  0.0072
S: -1.60 -1.66 2.94  -0.2566
N: -3.69 -0.31 1.77  0.5091
N: -2.98 0.47 0.85  -0.3779
H: -6.96 0.41 1.33  0.3707
H: -5.73 0.48 0.04  0.1973
H: -5.71 1.67 1.33  0.2531
H: -4.30 -2.45 3.91  0.1854
H: -2.24 -0.13 0.45  -0.0384
H: -2.50 1.20 1.38  0.1403
Br: -2.43 2.60 4.00  -0.1989
C: -0.60 2.27 4.31  -0.1243
C: -0.03 2.67 5.54  -0.4847
C: 1.28 2.44 5.81  -0.1438
Br: 1.99 3.01 7.47  -0.2523
C: 2.11 1.78 4.87  0.9109
C: 3.48 1.47 5.03  -0.7051
C: 4.16 0.81 4.05  -1.1454
C: 3.48 0.42 2.87  -0.0190
N: 2.21 0.69 2.70  -0.0231
C: 1.52 1.37 3.66  0.2730
C: 0.14 1.64 3.34  0.0022
O: -0.31 1.26 2.18  0.5905
H: -0.66 3.17 6.27  0.4240
H: 3.98 1.76 5.95  0.3171
H: 5.21 0.57 4.16  0.4348
H: 3.96 -0.13 2.07  0.4373
S: 2.56 0.44 -0.47  -0.4702
C: 3.19 -1.26 -0.50  0.8608
N: 4.25 -1.34 -1.29  -0.9927
N: 4.80 -2.66 -1.28  0.0193
C: 4.24 -3.72 -1.92  0.6162
C: 2.95 -3.68 -2.47  -0.1712
C: 2.43 -4.79 -3.11  -0.5574
C: 3.15 -5.98 -3.23  -0.6329
C: 4.43 -6.02 -2.68  -0.3569
C: 4.96 -4.92 -2.04  -0.6829
N: 2.71 -2.25 0.24  -0.4651
N: 1.82 -1.93 1.32  0.3767
C: 1.73 -2.97 2.23  0.3092
C: 1.34 -2.71 3.55  -0.1114
C: 1.19 -3.73 4.47  -0.7179
C: 1.45 -5.04 4.12  -0.6152
C: 1.86 -5.31 2.81  -0.4745
C: 2.01 -4.30 1.88  -0.7038
H: 5.81 -2.66 -1.22  0.2163
H: 2.37 -2.77 -2.39  0.4018
H: 1.43 -4.73 -3.53  0.3699
H: 2.73 -6.84 -3.73  0.3677
H: 5.02 -6.93 -2.75  0.3462
H: 5.96 -4.98 -1.60  0.2769
H: 1.18 -1.68 3.87  0.3916
H: 0.88 -3.48 5.48  0.3881
H: 1.34 -5.84 4.83  0.3609
H: 2.08 -6.33 2.51  0.3856
H: 2.35 -4.49 0.87  0.5388
C: -3.05 6.44 -5.12  -1.5481
C: -2.45 5.46 -4.15  0.6899
C: -1.13 5.58 -3.73  -0.8949
C: -0.55 4.68 -2.84  0.6688
C: 0.89 4.89 -2.46  -1.6460
C: -1.33 3.62 -2.35  -0.3357
Te: -0.45 2.25 -1.03  0.7705
C: -2.67 3.48 -2.74  1.1852
C: -3.58 2.38 -2.27  -1.3744
C: -3.20 4.40 -3.64  -0.7665
H: -2.33 7.20 -5.40  0.3489
H: -3.92 6.94 -4.68  0.3361
H: -3.38 5.94 -6.03  0.3279
H: -0.53 6.40 -4.11  0.2449
H: 1.32 5.70 -3.05  0.3662
H: 1.49 3.99 -2.62  0.3383
H: 1.00 5.15 -1.40  0.2878
H: -3.26 1.94 -1.32  -0.1271
H: -3.60 1.56 -3.00  0.2765
H: -4.59 2.75 -2.16  0.5514
H: -4.23 4.29 -3.95  0.4228
N: -0.58 -0.87 -0.39  -0.7697
C: -0.80 -0.67 -1.63  0.5873
C: -0.28 0.55 -2.36  0.4013
C: -0.75 0.79 -3.75  -0.8161
C: -1.49 -0.11 -4.39  -0.4076
C: -1.91 -1.34 -3.72  -0.4418
C: -1.58 -1.61 -2.45  -0.8143
H: 0.82 0.45 -2.35  0.2308
H: -0.43 1.70 -4.25  0.4733
H: -1.79 0.06 -5.42  0.4153
H: -2.50 -2.06 -4.28  0.3631
H: -1.90 -2.52 -1.96  0.5363


Entry from OMol25: a 2-piece molecular cluster, C8H11P overall at a distorted geometry (ωB97M-V/def2-TZVPD).

As for the structure (SMILES): C#C/P=C/C(C)C.C#C. The lowest unoccupied orbital energy is -0.02 eV. Its orbital gap is 8.7 eV.

Each line ends with the natural charge from an NBO analysis.
CARTESIAN COORDINATES (ANGSTROEM)
C: -2.63 -0.36 3.59  -0.1663
C: -1.76 -0.15 2.78  -0.4220
P: -0.66 -0.34 1.47  0.6976
C: -0.23 1.12 0.78  -0.5593
C: 0.54 0.82 -0.51  -0.2808
C: -0.44 0.01 -1.46  -0.5854
C: 1.12 2.06 -1.19  -0.6240
H: -3.35 -0.63 4.29  0.2293
H: -0.45 2.15 1.04  0.2320
H: 1.48 0.12 -0.28  0.2203
H: -0.12 0.02 -2.65  0.2014
H: -0.60 -0.91 -1.08  0.2072
H: -1.40 0.44 -1.41  0.2050
H: 0.40 2.73 -1.67  0.2136
H: 1.92 1.65 -1.85  0.2163
H: 1.85 2.63 -0.60  0.2163
C: 0.51 -3.04 -0.03  -0.2583
C: 1.52 -2.64 -0.32  -0.2237
H: -0.45 -3.00 -0.34  0.2182
H: 2.75 -2.66 -0.57  0.2626


Entry from OMol25: a 14-piece molecular cluster, C36H56F8O30 overall at a distorted geometry (ωB97M-V/def2-TZVPD).

The lowest unoccupied orbital energy is -0.08 eV. Its orbital gap is 9.6 eV.

Each line ends with the Mulliken charge.
CARTESIAN COORDINATES (ANGSTROEM)
C: -0.42 -4.70 -1.52  0.4220
C: 0.16 -5.18 -0.22  0.3045
O: -0.74 -6.27 0.13  -0.3805
C: -1.78 -6.29 -0.64  0.5552
O: -2.73 -7.02 -0.47  -0.5888
O: -1.63 -5.39 -1.68  -0.3542
F: 0.03 -4.14 0.66  0.1342
H: 0.26 -4.93 -2.34  0.3133
H: -0.56 -3.62 -1.48  -0.5103
H: 1.19 -5.49 -0.39  0.2058
C: -4.22 2.02 -2.56  -0.0346
C: -3.97 3.05 -3.65  0.5962
O: -4.94 2.68 -4.64  -0.3652
C: -5.25 1.42 -4.49  0.4847
O: -6.05 0.77 -5.12  -0.5776
O: -4.62 0.93 -3.38  -0.2757
F: -2.81 2.93 -4.24  -0.3216
H: -5.10 2.26 -1.95  0.2922
H: -3.31 1.87 -1.98  -0.1852
H: -4.03 4.05 -3.23  0.3456
C: -0.66 1.07 0.06  -0.1338
C: 0.02 -0.30 -0.10  0.6244
O: 1.36 0.00 -0.39  0.2009
C: 1.36 1.17 -1.02  -0.0658
O: 2.34 1.49 -1.71  -0.6976
O: 0.06 1.70 -0.98  0.3092
F: -0.61 -0.96 -1.13  -0.4485
H: -0.42 1.50 1.03  0.0428
H: -1.73 0.89 -0.06  0.0003
H: -0.08 -0.91 0.80  -0.1799
C: -1.91 0.94 4.95  -0.6086
C: -1.09 0.89 3.66  0.6668
O: -0.87 2.24 3.48  -0.0929
C: -1.72 2.97 4.16  0.4968
O: -1.76 4.21 4.10  -0.6201
O: -2.46 2.21 4.95  -0.3351
F: -1.82 0.40 2.60  0.0506
H: -1.18 0.79 5.75  0.3465
H: -2.68 0.19 5.08  0.3602
H: -0.10 0.46 3.73  0.0261
C: 4.55 3.08 1.07  0.0160
C: 4.94 1.60 1.09  0.4173
O: 3.67 1.06 1.36  0.0099
C: 2.89 1.92 1.99  0.1503
O: 1.77 1.63 2.43  -0.3807
O: 3.51 3.12 1.99  -0.3912
F: 5.74 1.26 2.13  -0.3610
H: 4.09 3.33 0.11  -0.1477
H: 5.36 3.79 1.25  0.4221
H: 5.29 1.25 0.12  0.2522
C: 0.33 3.93 -3.30  1.2815
C: 1.15 5.18 -3.12  0.3724
O: 2.01 5.21 -4.23  -0.3441
C: 1.45 4.59 -5.23  0.6347
O: 1.59 4.68 -6.47  -0.6008
O: 0.61 3.69 -4.65  -0.4006
F: 1.77 5.07 -1.97  -0.1786
H: -0.72 4.06 -3.05  -0.3144
H: 0.59 3.13 -2.61  -0.6442
H: 0.58 6.11 -3.11  0.2063
C: -4.12 5.45 0.98  -0.5994
C: -4.75 4.22 0.63  0.4359
O: -3.86 3.76 -0.38  0.0284
C: -2.62 4.22 -0.01  0.3692
O: -1.51 3.87 -0.52  -0.5304
O: -2.78 5.09 0.92  -0.2867
F: -5.96 4.49 0.23  -0.3485
H: -4.48 5.77 1.96  0.3197
H: -4.24 6.28 0.28  0.3244
H: -4.79 3.53 1.47  0.1855
C: -3.36 -5.11 2.73  -0.4379
C: -4.60 -4.30 2.67  0.2107
O: -4.14 -3.15 1.99  -0.2533
C: -2.81 -3.06 2.08  0.0089
O: -2.19 -2.07 1.79  -0.0496
O: -2.32 -4.15 2.61  -0.1270
F: -4.99 -4.07 3.92  -0.3092
H: -3.42 -5.91 2.00  0.1970
H: -3.34 -5.64 3.68  0.3222
H: -5.46 -4.76 2.18  0.3309
C: 1.94 -2.30 3.58  0.4053
C: 0.60 -2.89 3.85  0.8970
C: 0.76 -4.40 3.94  -0.2863
O: 1.98 -4.38 4.59  -0.5213
C: 2.88 -3.32 4.18  -0.5923
H: 2.08 -1.28 3.94  0.3094
H: 2.08 -2.21 2.51  -0.5858
H: -0.22 -2.72 3.16  -0.9256
H: 0.33 -2.53 4.85  0.3246
H: 0.81 -4.91 2.98  0.1049
H: -0.08 -4.85 4.47  0.2774
H: 3.66 -3.67 3.51  0.2030
H: 3.44 -2.96 5.04  0.3227
C: 4.44 -2.68 0.23  0.2096
C: 4.38 -2.18 -1.23  0.3852
C: 3.19 -2.93 -1.87  -0.2031
O: 3.17 -4.16 -1.18  -0.4279
C: 3.93 -4.13 0.06  -0.2820
H: 3.72 -2.13 0.83  -0.5871
H: 5.41 -2.62 0.71  0.4851
H: 5.36 -2.31 -1.69  0.2958
H: 4.04 -1.15 -1.37  -0.4040
H: 3.31 -3.02 -2.95  0.3857
H: 2.23 -2.43 -1.72  -0.1843
H: 4.76 -4.83 -0.04  0.3396
H: 3.28 -4.38 0.90  0.0828
C: -3.08 -2.34 -2.74  0.1345
O: -2.46 -2.50 -4.03  -0.5514
H: -3.80 -3.13 -2.54  0.3796
H: -2.37 -2.49 -1.93  -0.3159
H: -3.49 -1.36 -2.50  0.1182
H: -3.05 -2.28 -4.76  0.2923
C: -4.96 -0.17 0.18  -0.3626
O: -4.42 1.00 0.81  -0.2672
H: -5.23 -0.02 -0.87  0.1578
H: -4.34 -1.06 0.25  -0.0425
H: -5.88 -0.42 0.73  0.3977
H: -4.53 1.00 1.76  0.1532
C: 5.91 0.91 -2.54  0.1297
O: 6.89 1.56 -1.76  -0.6303
H: 4.97 1.29 -2.15  -0.3107
H: 6.02 1.20 -3.58  0.3691
H: 6.00 -0.17 -2.40  0.0438
H: 6.65 2.49 -1.85  0.4767
C: 4.49 4.18 -2.46  -0.7464
O: 5.85 4.04 -2.17  -0.5216
H: 3.97 3.24 -2.63  0.2096
H: 3.96 4.70 -1.65  0.3022
H: 4.39 4.79 -3.35  0.4493
H: 6.08 4.91 -1.84  0.3137


Entry from OMol25: C51H48AsF6NNiO3P2S3 as an isolated structure at a distorted geometry (ωB97M-V/def2-TZVPD).

The net charge is -1. As for the multiplicity: 4. The lowest unoccupied orbital energy (spin up / spin down) is -0.11 / -0.09 eV. Its orbital gap (spin up / spin down) is 5.1 / 5.5 eV.

Each line ends with the Mulliken spin population.
CARTESIAN COORDINATES (ANGSTROEM)
Ni: 11.72 14.52 9.31  1.6608
O: 10.90 14.03 13.21  0.0090
C: 11.55 13.85 12.20  0.0078
O: 11.67 14.78 11.23  0.0674
C: 12.31 12.48 11.79  -0.0028
P: 12.66 12.53 9.97  0.0364
C: 14.32 11.91 9.82  0.0235
C: 14.59 10.54 10.11  0.0002
C: 15.81 9.99 9.95  -0.0001
C: 16.85 10.77 9.44  0.0001
C: 16.65 12.15 9.29  0.0002
C: 15.32 12.70 9.32  -0.0008
C: 11.49 11.25 9.39  0.0053
C: 10.19 11.39 9.89  0.0084
C: 9.24 10.46 9.42  -0.0049
C: 9.58 9.36 8.67  0.0062
C: 10.88 9.20 8.32  -0.0033
C: 11.83 10.17 8.66  0.0085
H: 11.46 11.75 11.96  0.0038
H: 13.19 12.30 12.42  -0.0041
H: 13.84 9.94 10.53  0.0015
H: 16.13 8.94 10.29  0.0000
H: 17.81 10.28 9.18  0.0000
H: 17.43 12.86 8.96  0.0000
H: 15.21 13.73 9.06  0.0054
H: 9.87 12.11 10.63  0.0015
H: 8.22 10.68 9.75  0.0000
H: 8.79 8.72 8.33  0.0005
H: 11.17 8.30 7.74  -0.0001
H: 12.89 10.12 8.43  0.0023
F: 7.85 13.20 10.55  -0.0040
P: 6.69 13.01 11.76  -0.0007
F: 7.90 12.51 12.73  -0.0001
F: 6.44 11.47 11.23  0.0000
F: 6.86 14.60 12.23  -0.0001
F: 5.71 13.55 10.60  0.0000
F: 5.54 12.76 12.85  0.0000
O: 9.85 15.62 9.12  0.1046
C: 9.16 16.59 8.41  0.0120
C: 9.91 17.93 8.37  -0.0250
C: 10.49 18.58 7.17  0.1088
C: 11.67 17.73 6.56  -0.0176
C: 12.89 17.34 7.06  0.0375
S: 13.26 15.57 6.66  0.0376
C: 8.87 15.76 7.14  0.0064
C: 7.68 15.58 6.50  0.0024
C: 7.79 14.74 5.32  -0.0012
C: 9.06 14.38 5.06  0.0000
S: 10.22 14.97 6.25  0.0013
C: 7.77 16.91 8.99  -0.0068
C: 7.01 15.99 9.65  0.0008
C: 5.84 16.51 10.33  -0.0010
C: 5.67 17.83 10.00  0.0016
S: 7.06 18.47 9.21  -0.0010
H: 10.07 20.70 7.29  0.0919
H: 11.47 17.42 5.52  -0.0031
H: 13.75 17.98 7.42  -0.0110
H: 6.72 15.98 6.85  -0.0004
H: 6.87 14.58 4.70  -0.0001
H: 9.46 13.94 4.15  0.0001
H: 7.35 14.93 9.61  -0.0008
H: 5.37 15.79 11.00  -0.0001
H: 4.78 18.49 10.14  0.0003
C: 13.84 22.60 6.82  -0.0013
C: 12.79 21.71 7.54  -0.1159
C: 12.46 22.10 8.85  0.4512
C: 11.53 21.43 9.65  -0.2060
C: 11.18 21.88 11.06  0.0074
C: 10.96 20.32 9.11  0.2010
As: 9.96 18.92 9.99  0.0334
N: 12.94 14.87 8.01  0.0468
C: 15.01 15.93 6.67  -0.0065
C: 15.69 16.12 7.82  0.0109
C: 17.07 16.37 7.71  0.0003
C: 17.63 16.48 6.47  0.0003
C: 16.90 16.35 5.30  0.0006
C: 15.53 16.10 5.38  0.0033
C: 11.23 18.01 11.36  0.0084
C: 12.59 18.38 11.47  -0.0010
C: 13.46 19.10 10.45  0.0162
C: 13.33 18.01 12.62  -0.0033
C: 12.67 17.36 13.67  0.0020
C: 13.44 16.98 14.94  -0.0005
C: 11.34 17.03 13.59  -0.0012
C: 10.63 17.31 12.39  0.0102
C: 9.21 16.71 12.30  0.0032
C: 10.93 20.06 7.66  -0.0310
C: 9.44 18.81 6.04  -0.0065
C: 12.15 20.66 6.91  0.3883
H: 14.31 23.25 7.59  0.0031
H: 13.49 23.32 6.07  -0.0007
H: 14.58 21.89 6.39  -0.0042
H: 12.91 22.95 9.32  0.0184
H: 11.45 22.92 11.13  -0.0075
H: 11.83 21.35 11.84  -0.0100
H: 10.10 21.75 11.27  -0.0011
H: 15.20 15.87 8.77  0.0084
H: 17.69 16.55 8.60  0.0001
H: 18.69 16.65 6.40  0.0001
H: 17.51 16.36 4.38  0.0001
H: 14.91 16.10 4.47  -0.0008
H: 13.53 20.15 10.74  0.0019
H: 13.19 18.87 9.42  0.0134
H: 14.47 18.69 10.55  -0.0005
H: 14.44 18.24 12.67  -0.0007
H: 14.52 17.29 14.92  -0.0004
H: 13.32 15.89 14.98  0.0004
H: 12.95 17.44 15.79  0.0000
H: 10.84 16.38 14.35  -0.0001
H: 9.27 16.12 13.19  -0.0003
H: 8.98 16.02 11.44  -0.0057
H: 8.40 17.47 12.27  -0.0001
H: 8.53 19.33 6.33  0.0050
H: 9.20 17.84 5.61  0.0020
H: 9.89 19.39 5.18  -0.0026
H: 12.61 20.13 6.05  0.0065